No. 1
A single C3H6N2O molecule in a non-equilibrium geometry, computed with wB97M-V/def2-TZVPD.

Geometry as XYZ:
```
12
Properties=species:S:1:pos:R:3:forces:R:3
N 2.413 0.477 -1.990 -0.7 0.0 0.9
C 1.732 0.454 -1.055 0.6 0.1 -0.8
C 0.826 0.418 0.112 -0.1 0.2 -0.2
O 1.258 -0.567 1.001 -0.1 -0.1 0.1
C -0.628 0.119 -0.371 0.1 0.0 -0.2
N -1.346 -0.563 0.699 -0.3 0.0 0.0
H 0.861 1.415 0.581 0.0 -0.2 0.0
H 0.419 -0.932 1.356 0.2 0.0 0.0
H -0.578 -0.538 -1.243 0.0 0.1 0.1
H -1.108 1.052 -0.687 0.1 -0.1 0.0
H -1.948 0.058 1.224 0.1 -0.1 0.0
H -1.910 -1.325 0.343 0.1 0.1 0.1
```
Positions in Å, forces in eV/Å.

highest occupied orbital energy: -10.57 eV
total energy: -8235.2864 eV
E_LUMO: 0.5644 eV

No. 2
C31H36BaN6O6Si2 as an isolated structure, computed with wB97M-V/def2-TZVPD.

Geometry as XYZ:
```
82
Properties=species:S:1:pos:R:3:forces:R:3
Ba 0.157 0.724 -0.255 0.0 -0.2 0.0
O -2.779 -2.902 1.286 0.0 0.0 0.0
C -2.074 -2.088 0.660 0.0 0.0 0.0
N -1.877 -0.792 0.859 0.0 0.0 0.0
C -2.678 -0.117 1.803 0.0 0.0 0.0
C -4.026 -0.446 1.995 0.0 0.0 0.0
C -4.854 0.293 2.822 0.0 0.0 0.0
C -4.344 1.393 3.497 0.0 0.0 0.0
C -3.011 1.732 3.334 0.0 0.0 0.0
C -2.156 1.004 2.496 0.0 0.0 0.0
N -0.835 1.429 2.240 0.0 0.0 0.0
C -0.144 2.009 3.210 0.0 0.0 0.0
O -0.411 2.165 4.417 0.0 0.0 0.0
C 1.184 2.624 2.756 0.0 0.0 0.0
C 1.947 3.311 3.699 0.0 0.0 0.0
C 3.100 3.955 3.292 0.0 0.0 0.0
C 3.472 3.895 1.956 0.0 0.0 0.0
C 2.672 3.167 1.093 0.0 0.0 0.0
N 1.558 2.548 1.479 0.0 0.0 0.0
C -1.344 -2.666 -0.557 0.0 0.0 0.1
C -1.681 -3.955 -0.965 0.0 0.0 0.0
C -1.091 -4.480 -2.098 0.0 0.0 0.0
C -0.168 -3.712 -2.795 0.0 0.0 0.0
C 0.128 -2.451 -2.309 0.0 0.0 0.0
N -0.442 -1.939 -1.218 -0.1 0.0 0.0
H -4.413 -1.311 1.477 0.0 0.0 0.0
H -5.893 0.006 2.939 0.0 0.0 0.0
H -4.974 1.982 4.154 0.0 0.0 0.0
H -2.598 2.572 3.873 0.0 0.0 0.0
H 1.592 3.321 4.719 0.0 0.0 0.0
H 3.707 4.498 4.007 0.0 0.0 0.0
H 4.368 4.379 1.590 0.0 0.0 0.0
H 2.940 3.059 0.048 0.0 0.0 0.0
H -2.404 -4.496 -0.371 0.0 0.0 0.0
H -1.347 -5.476 -2.441 0.0 0.0 0.0
H 0.318 -4.078 -3.690 0.0 0.0 0.0
H 0.854 -1.818 -2.808 0.0 0.0 0.0
C -1.082 4.744 1.083 0.0 0.0 0.0
C -0.889 4.568 -0.381 0.0 0.0 0.0
N -0.644 3.429 -0.991 0.0 0.0 0.0
C -0.530 3.715 -2.328 0.0 0.0 0.0
C -0.712 5.058 -2.530 0.0 0.0 0.0
N -0.938 5.579 -1.280 0.0 0.0 0.0
C -0.726 5.952 -3.711 0.0 0.0 0.0
O -0.521 5.388 -4.864 0.0 0.0 0.0
O -0.929 7.147 -3.549 0.0 0.0 0.0
C -0.247 2.627 -3.325 0.0 0.0 0.0
O -0.181 2.978 -4.541 0.0 0.0 0.0
O -0.099 1.478 -2.879 0.0 0.0 -0.1
H -1.302 3.774 1.528 0.0 0.0 0.0
H -1.902 5.433 1.292 0.0 0.0 0.0
H -0.174 5.132 1.551 0.0 0.0 0.0
H -1.113 6.558 -1.120 0.0 0.0 0.0
H -0.371 4.320 -4.749 0.0 0.0 0.0
C 4.284 -2.759 1.151 0.0 0.0 0.0
Si 3.405 -1.069 1.066 0.0 0.0 0.0
C 1.952 -1.246 2.264 0.0 0.0 0.0
C 4.632 0.145 1.850 0.0 0.0 0.0
C 2.872 -0.565 -0.583 0.0 0.0 0.0
Si 4.018 -0.044 -1.872 0.0 0.0 0.0
C 4.548 1.777 -1.769 0.0 0.0 0.0
C 5.690 -0.965 -1.949 0.0 0.0 0.0
C 3.258 -0.267 -3.589 0.0 0.0 0.0
H 4.552 -3.035 2.177 0.0 0.0 0.0
H 5.195 -2.751 0.546 0.0 0.0 0.0
H 3.629 -3.539 0.751 0.0 0.0 0.0
H 2.260 -1.655 3.230 0.0 0.0 0.0
H 1.193 -1.922 1.854 0.0 0.0 0.0
H 1.450 -0.295 2.467 0.0 0.0 0.0
H 5.017 -0.249 2.796 0.0 0.0 0.0
H 4.157 1.106 2.057 0.0 0.0 0.0
H 5.486 0.328 1.190 0.0 0.0 0.0
H 2.220 -1.351 -0.994 0.0 0.0 0.0
H 4.935 2.021 -0.775 0.0 0.0 0.0
H 3.702 2.439 -1.978 0.0 0.0 0.0
H 5.332 2.000 -2.500 0.0 0.0 0.0
H 6.244 -0.841 -1.013 0.0 0.0 0.0
H 6.326 -0.606 -2.766 0.0 0.0 0.0
H 5.525 -2.038 -2.088 0.0 0.0 0.0
H 2.297 0.251 -3.663 0.0 0.0 0.0
H 3.086 -1.329 -3.794 0.0 0.0 0.0
H 3.911 0.119 -4.377 0.0 0.0 0.0
```
Positions in Å, forces in eV/Å.

highest occupied orbital energy: -2.07 eV
total energy: -70416.2713 eV
E_LUMO: 4.0989 eV
net charge: -2

No. 3
A single C3H3ClN2 molecule in a non-equilibrium geometry, computed with wB97M-V/def2-TZVPD.

Geometry as XYZ:
```
9
Properties=species:S:1:pos:R:3:forces:R:3
H 2.670 -0.140 -0.022 -0.6 -0.5 1.2
N 1.687 -0.279 -0.257 0.6 0.2 -1.9
C 0.653 -0.304 0.448 1.6 1.3 -1.7
C -0.584 -0.165 -0.443 -1.1 -1.9 2.4
Cl -1.649 -1.625 0.112 0.3 0.7 -0.6
C -1.355 1.033 -0.084 -0.6 2.4 0.0
N -1.857 2.049 0.218 1.2 -2.6 -0.7
H 0.729 -0.198 1.505 -1.0 -0.1 1.0
H -0.294 -0.371 -1.476 -0.3 0.6 0.3
```
Positions in Å, forces in eV/Å.

highest occupied orbital energy: -10.39 eV
total energy: -18660.3967 eV
E_LUMO: 0.0559 eV

No. 4
An isolated ion of composition C5H10N3O and charge +1 in a non-equilibrium geometry, computed with wB97M-V/def2-TZVPD.

Geometry as XYZ:
```
19
Properties=species:S:1:pos:R:3:forces:R:3
C -0.386 -2.980 -0.978 0.3 0.4 0.8
C -0.537 -1.565 -0.103 1.3 -3.0 0.5
O -1.073 -0.444 -0.946 2.4 0.2 1.3
N -0.095 0.508 -0.807 1.9 5.4 3.3
N 0.918 0.717 -1.765 1.7 4.7 5.4
C 1.735 1.822 -1.098 -1.8 -1.6 -0.2
N 1.229 2.311 0.241 -3.6 -6.1 -4.4
C 0.020 1.420 0.424 1.1 -0.1 -1.4
C -0.957 1.447 1.769 0.1 0.2 -0.6
H -1.384 -3.593 -0.939 2.1 1.3 -0.3
H -0.009 -2.754 -2.075 -1.0 -0.4 2.3
H 0.475 -3.594 -0.425 -2.0 1.3 -1.2
H 0.576 -1.309 0.243 -2.7 -0.4 -0.7
H -1.221 -1.718 0.836 1.2 0.4 -1.9
H 2.719 2.277 -1.567 -2.5 -1.2 1.0
H 1.586 3.026 0.914 -0.4 -0.9 -1.0
H -1.632 0.464 1.786 1.7 2.3 -0.1
H -1.657 2.411 1.725 1.5 -2.2 -0.2
H -0.306 1.551 2.764 -1.3 -0.5 -2.4
```
Positions in Å, forces in eV/Å.

highest occupied orbital energy: -14.13 eV
total energy: -11850.9112 eV
E_LUMO: -4.5152 eV
net charge: +1

No. 5
A single C7H6BrClN2O2 molecule in a non-equilibrium geometry, computed with wB97M-V/def2-TZVPD.

Geometry as XYZ:
```
19
Properties=species:S:1:pos:R:3:forces:R:3
C -1.432 1.365 0.971 1.2 -1.5 -1.4
C -0.096 1.319 0.772 -0.2 0.8 1.8
C -2.380 -0.690 -0.073 -1.2 1.9 0.2
C -2.464 0.630 0.276 0.2 -1.5 -1.1
C -1.423 -1.541 0.417 3.3 -2.5 1.5
C 0.636 0.586 -0.223 0.8 1.1 0.1
C 2.648 -0.336 -1.167 2.6 1.2 1.1
N 1.951 0.477 -0.084 -2.0 -1.1 -2.0
N -0.582 -2.306 0.720 -2.9 2.9 -1.7
O 0.344 -3.017 0.869 1.4 -1.4 0.8
O 2.618 0.927 0.852 0.6 -0.3 0.2
Cl -3.526 -1.487 -1.071 -0.5 -0.1 -0.3
Br -3.998 1.585 -0.198 -0.2 0.3 -0.1
H -1.790 1.855 1.794 -0.7 1.7 1.9
H 0.486 1.887 1.570 -0.5 -0.9 -1.4
H 0.271 0.418 -1.221 -0.3 -0.6 0.1
H 2.851 -1.336 -0.844 0.2 -0.4 1.1
H 2.267 -0.558 -2.146 -1.2 1.1 -0.3
H 3.618 0.223 -1.214 -0.7 -0.8 -0.4
```
Positions in Å, forces in eV/Å.

highest occupied orbital energy (alpha / beta): -8.45 / -8.45 eV
total energy: -96989.6828 eV
E_LUMO (alpha / beta): -0.8507 / -0.8501 eV

Energy above the lowest of the compared OMol25 structures with the same formula, charge and spin, record by record: 136.27, 0.00, 153.58, 759.17, 0.00 kJ/mol